The following is a quantum chemistry calculation of a structure of composition C16H8Cl5FNO2Ru, from the OMol25 dataset.

Element x y z (Å)
Ru (0.61329, 0.03254, 0.36302)
Cl (2.98482, 0.36214, 1.15879)
C (2.49020, 1.88880, 0.42819)
C (1.27072, 1.79061, -0.22075)
C (0.74917, 2.92782, -0.83158)
Cl (-0.72544, 2.86152, -1.69983)
C (1.45909, 4.12834, -0.74818)
Cl (0.83453, 5.54033, -1.47904)
C (2.68676, 4.18636, -0.06713)
Cl (3.54340, 5.65321, 0.02275)
C (3.22543, 3.04632, 0.54427)
Cl (4.70825, 3.07005, 1.38649)
O (-0.71889, 0.47903, 1.74410)
C (-1.71686, 0.38228, 0.91181)
C (-3.18579, 0.51475, 1.09156)
C (-3.67396, 0.09290, -0.30744)
C (-2.41674, -0.13068, -1.15197)
O (-2.33177, -0.44360, -2.29540)
N (-1.31036, 0.10252, -0.28774)
H (-3.42420, 1.55116, 1.33666)
H (-3.54704, -0.10831, 1.90854)
H (-4.30368, 0.83671, -0.79104)
H (-4.22955, -0.84383, -0.28633)
F (0.54905, -5.87788, 0.06032)
C (0.59700, -4.54731, -0.01138)
C (0.53789, -3.82638, 1.17092)
C (0.61819, -2.44239, 1.10090)
C (0.70218, -1.85747, -0.15703)
C (0.73346, -2.56626, -1.33854)
C (0.70397, -3.95240, -1.25609)
H (0.46192, -4.34554, 2.11596)
H (0.60972, -1.86720, 2.02673)
H (0.76548, -2.06873, -2.29840)
H (0.73974, -4.56939, -2.14314)

Charge: +1
Maximum force: 1.00 eV/Å
Lowest unoccupied orbital energy: -5.56 eV